C10H26NO8PSi | ωB97M-V/def2-TZVPD

Output
Kohn-Sham gap: 9.36 eV
electronic energy: -1684.14898 a.u.
SMILES: CC[C@H](C)[Si@](O)(CON=O)CP(=O)(O)O.COCCOC

Structure (ORCA input):
```
! wB97M-V def2-TZVPD RIJCOSX def2/J DEFGRID3
* xyz 0 1
C -0.42 0.71 -2.33
C 0.62 0.47 -1.19
C 0.12 0.79 0.26
C -1.08 1.78 0.32
Si 1.64 1.37 1.25
O 2.74 0.03 1.18
C 1.29 1.63 3.10
O 0.23 2.59 3.37
N -0.20 2.36 4.66
O -1.13 3.03 4.91
C 2.58 2.83 0.45
P 1.53 4.14 -0.30
O 1.03 3.77 -1.67
O 0.34 4.66 0.73
O 2.57 5.45 -0.50
H -0.19 1.65 -2.86
H -0.26 -0.08 -3.08
H -1.46 0.63 -2.03
H 0.90 -0.59 -1.22
H 1.55 1.02 -1.43
H -0.18 -0.18 0.71
H -1.29 2.13 1.34
H -1.00 2.61 -0.38
H -1.98 1.21 0.03
H 3.61 0.44 1.12
H 2.20 2.03 3.59
H 1.11 0.65 3.56
H 3.16 2.41 -0.39
H 3.30 3.29 1.14
H 0.18 5.59 0.58
H 2.04 6.25 -0.53
C 0.44 -3.75 -1.31
O -0.57 -2.88 -0.83
C -1.73 -2.87 -1.66
C -2.84 -3.70 -1.06
O -2.51 -5.08 -1.05
C -2.10 -5.53 0.23
H 1.19 -3.85 -0.53
H 0.04 -4.73 -1.55
H 0.92 -3.32 -2.20
H -1.49 -3.21 -2.67
H -2.06 -1.83 -1.72
H -3.74 -3.59 -1.68
H -3.09 -3.35 -0.05
H -2.97 -5.61 0.90
H -1.35 -4.88 0.67
H -1.67 -6.53 0.12
*
```